[1]
Computed, not measured: one molecule with the formula C23H29N3O4, with ωB97M-V with the def2-TZVPD basis set.

- SMILES: COc1ccc(C(=O)N[C@@H](C(=O)N2CCN(c3ccccc3O)CC2)C(C)C)cc1
- Highest occupied orbital energy: -0.27901 Eh
- Lowest unoccupied orbital energy: 0.525 eV
- ΔE to the lowest compared entry with this formula, charge and spin: 30.1 kcal per mole

Geometry as ORCA input:
```
! RIJCOSX wB97M-V def2-TZVPD def2/J DEFGRID3
* xyz 0 1
C 4.1056 0.3315 -5.3036
O 2.9662 -0.4634 -5.0781
C 2.1236 -0.1301 -4.0674
C 1.0003 -0.9468 -3.9120
C 0.0943 -0.6964 -2.9104
C 0.2701 0.3725 -2.0292
C -0.7703 0.5604 -0.9842
O -1.8167 -0.0722 -0.9990
N -0.5096 1.4775 -0.0273
C -1.4277 1.7826 1.0503
C -0.8150 1.2026 2.3360
O 0.0445 1.8297 2.9339
N -1.2427 -0.0062 2.7417
C -2.2110 -0.8509 2.0661
C -1.8813 -2.3336 2.3393
N -0.4516 -2.5244 2.3922
C 0.2406 -2.5715 1.1766
C -0.0730 -3.6122 0.3010
C 0.5921 -3.7958 -0.8941
C 1.6214 -2.9429 -1.2464
C 1.9444 -1.8965 -0.4038
C 1.2596 -1.6854 0.7839
O 1.5758 -0.6059 1.5670
C 0.1090 -1.8819 3.5630
C -0.6564 -0.5934 3.9281
C -1.6172 3.3013 1.1992
C -2.6462 3.5796 2.2917
C -2.0599 3.9189 -0.1238
C 1.3802 1.1915 -2.1987
C 2.3008 0.9458 -3.2024
H 3.8340 1.3635 -5.5479
H 4.6137 -0.1172 -6.1556
H 4.7778 0.3262 -4.4395
H 0.8686 -1.7717 -4.5938
H -0.7744 -1.3226 -2.7801
H 0.4023 1.8952 0.0561
H -2.3856 1.3255 0.7986
H -3.2253 -0.6209 2.4199
H -2.1649 -0.6917 0.9876
H -2.3180 -2.9419 1.5483
H -2.2981 -2.6597 3.2971
H -0.8520 -4.3022 0.5876
H 0.3171 -4.6144 -1.5414
H 2.1652 -3.0793 -2.1677
H 2.7315 -1.2046 -0.6794
H 2.2936 -0.1108 1.1558
H 1.1604 -1.6674 3.3941
H 0.0345 -2.5883 4.4018
H -1.4590 -0.8103 4.6417
H 0.0171 0.1457 4.3617
H -0.6581 3.7316 1.5056
H -2.7880 4.6511 2.4102
H -3.6046 3.1315 2.0358
H -2.3115 3.1715 3.2420
H -3.0076 3.4889 -0.4415
H -1.3271 3.7396 -0.9069
H -2.1886 4.9929 -0.0119
H 1.5476 2.0508 -1.5644
H 3.1497 1.6043 -3.3034
*
```

***

[2]
Computed, not measured: a 2-piece molecular cluster, C4H8P overall, with ωB97M-V with the def2-TZVPD basis set.

- Highest occupied orbital energy (alpha / beta): -0.54063 / -0.53197 Eh
- Lowest unoccupied orbital energy (alpha / beta): -6.143 / -5.345 eV
- ΔE to the lowest compared entry with this formula, charge and spin: 75.3 kcal per mole

Geometry as ORCA input:
```
! RIJCOSX wB97M-V def2-TZVPD def2/J DEFGRID3
* xyz 1 1
C -2.2627 -0.0411 -0.7533
C -2.0836 0.1144 0.5368
C 0.3792 1.6561 -0.3065
C 0.5067 -1.4171 0.0238
P -0.5026 0.0697 -0.2554
H -2.9188 -0.1642 -1.5892
H -3.0070 0.4278 2.3204
H -0.3448 2.4665 -0.3928
H 1.0761 1.6905 -1.1410
H 0.9434 1.7681 0.6228
H 1.2936 -1.1799 0.7441
H 0.9730 -1.7355 -0.9069
H -0.1254 -2.2217 0.4118
*
```

***

[3]
Computed, not measured: one molecule with the formula C12H24N4O3S, with ωB97M-V with the def2-TZVPD basis set.

- SMILES: CNC(=O)[C@@H](CCCCN)NC(=O)[C@H](CS)NC(C)=O
- Highest occupied orbital energy: -0.31079 Eh
- Lowest unoccupied orbital energy: 0.374 eV
- ΔE to the lowest compared entry with this formula, charge and spin: 0.0 kcal per mole

Geometry as ORCA input:
```
! RIJCOSX wB97M-V def2-TZVPD def2/J DEFGRID3
* xyz 0 1
C -3.7769 0.8792 -0.7605
N -2.4259 1.1145 -0.2586
C -1.8520 0.4811 0.7934
O -2.4937 -0.2739 1.5240
C -0.4466 0.9023 1.2187
C 0.1431 0.0400 2.3815
C 0.4752 -1.4298 1.9896
C 0.6638 -2.4077 3.1729
C -0.6416 -2.5722 3.9787
N -1.7971 -2.8334 3.1272
N 0.5047 0.9806 0.1385
C 0.5943 1.9765 -0.7416
O -0.1376 2.9478 -0.6875
C 1.6429 1.8256 -1.8882
C 1.5905 3.0154 -2.8591
S 2.7615 2.7411 -4.2362
N 1.5313 0.5824 -2.6705
C 1.8566 -0.6364 -2.2946
C 1.6383 -1.7006 -3.3205
O 2.1889 -0.9531 -1.1470
H -3.8588 -0.1978 -0.9092
H -3.9343 1.3751 -1.7366
H -4.4634 1.1911 0.0492
H -1.8765 1.8969 -0.6443
H -0.4972 1.9125 1.5926
H -0.5064 0.1019 3.2588
H 1.0788 0.5122 2.7382
H -0.2846 -1.8549 1.3076
H 1.4422 -1.4110 1.4550
H 0.9366 -3.3741 2.7384
H 1.5067 -2.0983 3.8142
H -0.8128 -1.6194 4.4861
H -0.5017 -3.3496 4.7807
H -1.9143 -2.0530 2.4730
H -2.6285 -2.8935 3.7045
H 1.0615 0.1880 -0.0495
H 2.6111 1.7909 -1.4032
H 0.5664 3.0467 -3.2925
H 1.7806 3.9622 -2.3263
H 2.1125 3.4018 -5.1714
H 1.4022 0.7381 -3.6594
H 1.8663 -1.4034 -4.3558
H 2.3090 -2.5078 -3.0407
H 0.5848 -2.0336 -3.2696
*
```

***

[4]
Computed, not measured: C28H41INOPRhS as an isolated structure, with ωB97M-V with the def2-TZVPD basis set.

- Highest occupied orbital energy (alpha / beta): -0.39080 / -0.39081 Eh
- Lowest unoccupied orbital energy (alpha / beta): -4.448 / -4.447 eV
- ΔE to the lowest compared entry with this formula, charge and spin: 0.0 kcal per mole

Geometry as ORCA input:
```
! RIJCOSX wB97M-V def2-TZVPD def2/J DEFGRID3
* xyz 1 1
Rh -0.2559 0.7888 0.4514
C -2.7421 3.4131 0.5704
C -1.3579 3.8511 0.2364
C -1.2031 5.2218 -0.0920
C 0.0254 5.7483 -0.3159
C 1.1592 4.9230 -0.1599
C 2.4786 5.4101 -0.2977
C 3.5430 4.5841 -0.0712
C 3.3268 3.2495 0.3147
C 2.0512 2.7521 0.4284
S 1.8188 1.1041 0.9751
C 0.9380 3.5731 0.1661
N -0.3268 3.0208 0.2873
H -3.4507 3.7938 -0.1664
H -3.0168 3.8368 1.5390
H -2.8152 2.3412 0.6347
H -2.0925 5.8343 -0.1471
H 0.1514 6.7924 -0.5750
H 2.6265 6.4457 -0.5751
H 4.5551 4.9521 -0.1676
H 4.1715 2.6075 0.5325
C -1.7676 1.8679 -2.4262
C -2.7014 0.7977 -1.8927
O -2.4924 0.5638 -0.4844
C -3.7373 0.2825 0.2089
C -4.1986 -1.1524 0.1715
H -1.6529 1.7630 -3.5052
H -0.7707 1.8035 -1.9859
H -2.1451 2.8680 -2.2153
H -2.5949 -0.1454 -2.4347
H -3.7321 1.1324 -2.0206
H -4.4966 0.9232 -0.2446
H -3.5940 0.6133 1.2357
H -4.3991 -1.4973 -0.8443
H -5.1305 -1.2233 0.7345
H -3.4780 -1.8159 0.6371
C 0.1346 -4.3026 0.7254
C -0.6321 -2.9810 0.5596
C -1.6586 -3.1470 -0.5675
C -1.3478 -2.7323 1.8961
P 0.5098 -1.5177 0.1999
C 1.8720 -1.8533 1.3799
C 1.6137 -1.6394 2.7343
C 2.5707 -1.9222 3.6966
C 3.8109 -2.4148 3.3233
C 4.0862 -2.6214 1.9802
C 3.1253 -2.3477 1.0184
C 1.1815 -1.6678 -1.5691
C 1.6191 -3.0896 -1.9558
C 0.0947 -1.2361 -2.5653
C 2.3511 -0.6958 -1.8007
H -0.5893 -5.0589 1.0395
H 0.8989 -4.2404 1.4977
H 0.5941 -4.6559 -0.1932
H -2.4454 -3.8249 -0.2300
H -1.2114 -3.5916 -1.4532
H -2.1286 -2.2057 -0.8514
H -2.2210 -3.3866 1.9464
H -1.6835 -1.7070 2.0305
H -0.7039 -2.9850 2.7369
H 0.6673 -1.2248 3.0501
H 2.3441 -1.7451 4.7397
H 4.5618 -2.6303 4.0717
H 5.0526 -2.9992 1.6736
H 3.3834 -2.5155 -0.0141
H 0.7651 -3.7494 -2.0856
H 2.3026 -3.5638 -1.2583
H 2.1231 -3.0258 -2.9231
H -0.6968 -1.9703 -2.6850
H 0.5649 -1.0926 -3.5407
H -0.3545 -0.2884 -2.2762
H 3.1735 -0.8116 -1.0998
H 2.0301 0.3428 -1.7541
H 2.7279 -0.8809 -2.8093
I -1.1796 0.9549 2.8309
*
```

***

Ordered strongest force on any atom results: 0.00890, 0.06625, 0.04303, 0.01407; unit Eh/bohr.